Entry from OMol25: a 13-piece molecular cluster, C42H116N8O13 overall in a non-equilibrium geometry (wB97M-V/def2-TZVPD).

Cartesian coordinates (Å):
C 31.72723 -23.86385 -23.26756
C 31.02338 -24.83112 -22.30986
C 32.08797 -25.85003 -21.81484
C 33.00258 -25.29392 -20.72440
C 32.15624 -24.80416 -19.56181
C 31.01525 -23.81383 -19.95386
N 30.31876 -24.37152 -21.11516
O 29.11608 -23.70305 -21.39185
C 30.00736 -23.77923 -18.80605
C 31.63990 -22.42376 -20.12636
C 30.05111 -25.68355 -23.12315
H 31.06183 -23.00548 -23.41813
H 31.90007 -24.29677 -24.24876
H 32.64392 -23.46462 -22.83252
H 31.64470 -26.81124 -21.53029
H 32.73514 -26.15463 -22.64868
H 33.56944 -24.46634 -21.15767
H 33.68412 -26.07732 -20.38726
H 32.84944 -24.27057 -18.90501
H 31.72607 -25.64454 -19.01242
H 29.57079 -24.76495 -18.64492
H 30.56107 -23.50704 -17.90064
H 29.25153 -23.00636 -18.93634
H 30.95322 -21.58220 -20.00147
H 32.39753 -22.29472 -19.35409
H 32.05969 -22.24334 -21.11879
H 29.48433 -26.32077 -22.43771
H 30.57496 -26.25257 -23.88822
H 29.29472 -25.02397 -23.55670
H 28.39819 -24.35379 -21.28640
C 39.83698 -25.21890 -20.13695
C 39.68854 -26.65689 -19.66226
C 38.22839 -26.99542 -19.30100
O 37.50345 -27.00922 -20.54398
C 36.15133 -27.32896 -20.34292
N 40.19123 -27.56228 -20.70993
H 40.88628 -24.93395 -20.18293
H 39.39707 -24.56366 -19.37531
H 39.32643 -24.99932 -21.07312
H 40.30245 -26.71693 -18.75986
H 37.82978 -26.26234 -18.59424
H 38.09951 -28.01202 -18.91958
H 35.71776 -27.79556 -21.23198
H 35.52508 -26.45471 -20.16887
H 36.02709 -28.10579 -19.58264
H 40.24188 -28.50471 -20.32690
H 39.41954 -27.62039 -21.37252
C 35.46077 -23.59817 -23.71069
C 35.52690 -22.45816 -24.71813
C 34.75114 -21.23295 -24.22706
O 33.39990 -21.58984 -24.09116
C 32.53425 -20.54880 -23.67902
N 36.94227 -22.14620 -24.96534
H 34.42993 -23.87332 -23.45844
H 35.96829 -23.45957 -22.75433
H 35.83511 -24.52665 -24.15010
H 35.12814 -22.82215 -25.66510
H 34.81680 -20.44337 -24.98984
H 35.15249 -20.82353 -23.28998
H 31.50259 -20.82390 -23.86514
H 32.80256 -19.60992 -24.18121
H 32.76597 -20.30684 -22.63284
H 37.31954 -21.62411 -24.18312
H 36.98562 -21.60090 -25.81854
C 32.69590 -19.17257 -19.61941
C 33.67482 -18.28728 -20.38930
C 32.99398 -17.12226 -21.12022
O 32.17610 -17.58583 -22.19051
C 30.80470 -17.48740 -21.89533
N 34.68981 -17.80506 -19.42723
H 32.24546 -18.52795 -18.85742
H 33.23524 -19.96089 -19.09617
H 31.94244 -19.61296 -20.26760
H 34.23326 -18.91775 -21.08316
H 33.81566 -16.56173 -21.57422
H 32.45241 -16.44879 -20.45184
H 30.16462 -17.95886 -22.64316
H 30.46390 -16.44657 -21.82087
H 30.57766 -18.02157 -20.96482
H 34.22424 -17.15971 -18.78560
H 35.32012 -17.16890 -19.91646
C 27.16078 -28.67617 -20.00909
C 27.08407 -27.15268 -20.05640
C 26.63800 -26.68134 -21.42781
O 26.95141 -25.31880 -21.66747
C 26.51062 -24.83053 -22.90780
N 26.19633 -26.60651 -19.02621
H 27.27311 -29.05927 -18.99215
H 27.94353 -29.12544 -20.61799
H 26.21819 -29.16301 -20.28613
H 28.10919 -26.79332 -19.89089
H 25.54756 -26.78129 -21.48073
H 27.04921 -27.30983 -22.22415
H 25.44294 -24.96751 -23.10746
H 27.05476 -25.31478 -23.72644
H 26.70668 -23.76059 -22.96611
H 26.66577 -26.75312 -18.13665
H 26.17025 -25.59232 -19.08430
C 34.13157 -25.53000 -26.70109
C 33.23242 -26.71079 -27.07160
C 33.06727 -27.69600 -25.91766
O 34.29420 -28.08643 -25.36661
C 34.14552 -28.92533 -24.26163
N 31.93440 -26.19297 -27.52711
H 34.21992 -24.69601 -27.39625
H 35.15632 -25.90164 -26.60152
H 33.84806 -25.14714 -25.71794
H 33.66960 -27.25506 -27.91653
H 32.57485 -28.61652 -26.27390
H 32.35154 -27.27806 -25.19379
H 34.13902 -29.98817 -24.52877
H 33.29861 -28.69864 -23.60586
H 35.01994 -28.82521 -23.61320
H 32.04651 -25.76264 -28.43916
H 31.31099 -26.97902 -27.71015
C 34.22312 -29.39762 -17.52687
C 32.97289 -28.50677 -17.44781
C 33.27574 -27.09823 -17.91349
O 34.27784 -26.54350 -17.08499
C 34.72435 -25.28389 -17.54991
N 31.87848 -29.10960 -18.20504
H 35.04801 -28.93398 -16.97888
H 34.55422 -29.52370 -18.56535
H 34.10159 -30.42862 -17.19129
H 32.70598 -28.44788 -16.38816
H 32.39372 -26.45807 -17.80103
H 33.59929 -27.13837 -18.96351
H 35.02278 -25.33182 -18.59754
H 35.59524 -24.99043 -16.96948
H 33.92383 -24.54747 -17.43568
H 31.58556 -29.96073 -17.75438
H 32.15965 -29.22956 -19.16772
C 26.40206 -28.14480 -16.15535
C 27.12888 -27.34354 -15.07644
C 27.57976 -25.95297 -15.59640
O 28.38132 -25.99050 -16.75502
C 29.63191 -26.65706 -16.52732
N 26.14091 -27.10852 -14.00142
H 26.19454 -29.14181 -15.77019
H 27.03214 -28.14938 -17.04347
H 25.49834 -27.64550 -16.50012
H 27.98625 -27.84598 -14.62178
H 28.16156 -25.52052 -14.77012
H 26.69612 -25.33671 -15.74949
H 30.15450 -25.95154 -15.87733
H 30.13925 -26.80863 -17.47718
H 29.51152 -27.64972 -16.09546
H 26.48965 -26.50897 -13.26129
H 25.94231 -28.01528 -13.59329
C 28.55835 -21.10110 -25.08602
O 28.98672 -19.91514 -24.44132
H 28.58435 -20.97050 -26.16730
H 29.31446 -21.87695 -24.92154
H 27.57245 -21.44637 -24.76996
H 29.03300 -20.11210 -23.49718
C 29.57701 -20.33808 -16.97641
O 29.80733 -19.88676 -15.65274
H 28.50999 -20.29574 -17.22036
H 30.18911 -19.81292 -17.71832
H 29.88735 -21.38416 -16.99832
H 29.49923 -18.97762 -15.59086
C 29.01306 -24.76641 -26.64345
O 30.20710 -24.04384 -26.46319
H 28.11024 -24.18842 -26.47487
H 28.97392 -25.37414 -27.55492
H 29.02298 -25.56881 -25.88692
H 30.96438 -24.63825 -26.59328
C 25.92935 -23.16421 -19.49130
O 25.38290 -21.90454 -19.81109
H 25.33354 -23.98093 -19.91587
H 26.88893 -23.20667 -20.00506
H 26.03973 -23.37804 -18.42457
H 24.69193 -21.62741 -19.20591
C 28.05084 -20.37726 -21.03735
O 29.28229 -20.69070 -21.65491
H 27.16872 -20.81922 -21.49611
H 28.05320 -20.64230 -19.97346
H 27.96239 -19.29148 -20.96265
H 29.69056 -21.50492 -21.34363

Its LUMO energy is 0.0152 hartree. The net charge is 0. The calculated total energy is -3085.6962 Ha. As for the energy above the lowest of the compared OMol25 structures with the same formula, charge and spin: 30.8 kcal per mole. The value obtained for the largest force on an atom is 2.3 eV/Å.